[1]
{"formula": "C16H13MnN2O3", "method": "the ωB97M-V functional and the def2-TZVPD basis", "symbols": ["Mn", "O", "C", "C", "C", "C", "C", "C", "C", "N", "N", "C", "O", "C", "C", "C", "C", "C", "C", "H", "H", "H", "H", "H", "H", "H", "H", "H", "H", "C", "C", "O", "H", "H", "H"], "positions_angstrom": [[0.893, -1.506, 0.497], [2.874, -0.925, 0.632], [3.523, 0.156, 0.285], [4.924, 0.213, 0.448], [5.668, 1.318, 0.087], [5.067, 2.458, -0.450], [3.694, 2.441, -0.602], [2.918, 1.321, -0.257], [1.507, 1.456, -0.426], [0.612, 0.543, -0.212], [-0.686, 0.980, -0.357], [-1.502, 0.097, 0.111], [-1.196, -1.036, 0.629], [-2.947, 0.480, 0.037], [-3.362, 1.771, -0.292], [-4.713, 2.075, -0.345], [-5.666, 1.099, -0.071], [-5.260, -0.187, 0.259], [-3.908, -0.494, 0.314], [5.395, -0.673, 0.862], [6.744, 1.302, 0.225], [5.657, 3.322, -0.728], [3.181, 3.309, -1.007], [1.166, 2.437, -0.728], [-2.608, 2.515, -0.507], [-5.031, 3.079, -0.600], [-6.722, 1.342, -0.113], [-6.000, -0.950, 0.473], [-3.564, -1.486, 0.577], [-0.558, -4.447, 0.210], [0.811, -3.767, 0.276], [1.788, -4.478, 0.197], [-0.449, -5.531, 0.145], [-1.102, -4.069, -0.660], [-1.150, -4.168, 1.089]], "e_homo_ev": [-3.42, -3.86], "s2": 8.76, "lumo_ev": [3.06, 3.05], "e_above_lowest_kcal_mol": 0.00, "spin_multiplicity": 6, "charge": -1}


[2]
{"formula": "C4H4O2", "method": "the ωB97M-V functional and the def2-TZVPD basis", "symbols": ["C", "C", "O", "C", "C", "O", "H", "H", "H", "H"], "positions_angstrom": [[0.958, 0.994, -0.148], [0.373, -0.233, 0.472], [0.593, -1.437, -0.294], [-0.840, -1.446, -0.246], [-0.985, -0.553, 0.902], [-1.903, -0.027, 1.450], [1.998, 0.773, -0.484], [0.872, 1.839, 0.550], [0.176, 1.297, -0.962], [-1.242, -1.207, -1.240]], "e_homo_ev": [-8.59, -8.57], "smiles": "C[C@]12O[C@H]1C2=O", "lumo_ev": [-0.79, -0.78], "e_above_lowest_kcal_mol": 90.84, "spin_multiplicity": 1}


[3]
{"formula": "C3HGdO2", "method": "the ωB97M-V functional and the def2-TZVPD basis", "symbols": ["O", "O", "C", "Gd", "C", "C", "H"], "positions_angstrom": [[1.249, -0.851, -0.025], [0.925, 1.317, -0.069], [0.473, 0.141, -0.070], [3.343, 0.572, -0.061], [-2.141, -0.172, 0.290], [-0.973, -0.072, -0.027], [-2.876, -0.935, -0.039]], "e_homo_ev": [-13.77, -13.79], "s2": 20.03, "lumo_ev": [-5.18, -5.98], "spin_multiplicity": 9, "charge": 1}


[4]
{"formula": "C12H30F2N3O8S2Sn", "method": "the ωB97M-V functional and the def2-TZVPD basis", "symbols": ["Sn", "N", "S", "O", "O", "F", "S", "O", "O", "F", "C", "O", "C", "C", "N", "C", "C", "O", "C", "H", "H", "H", "H", "H", "H", "H", "H", "H", "H", "H", "H", "H", "H", "H", "C", "O", "C", "C", "N", "C", "C", "O", "C", "H", "H", "H", "H", "H", "H", "H", "H", "H", "H", "H", "H", "H", "H", "H"], "positions_angstrom": [[-0.506, 0.243, 0.263], [-2.915, -0.013, -1.254], [-4.387, -0.129, -0.873], [-5.072, -1.355, -1.158], [-5.128, 1.116, -0.907], [-4.102, -0.161, 0.702], [-3.179, 0.081, -2.932], [-3.881, 1.220, -3.449], [-3.092, -1.166, -3.628], [-1.691, 0.711, -3.225], [-2.634, -0.447, 3.403], [-1.432, -0.836, 2.773], [-1.145, -2.183, 2.767], [0.304, -2.460, 2.570], [0.918, -1.789, 1.383], [0.985, -2.521, 0.115], [-0.304, -3.282, -0.178], [-1.299, -2.377, -0.590], [-2.136, -2.810, -1.644], [-2.882, 0.608, 3.287], [-2.649, -0.656, 4.474], [-3.441, -0.966, 2.876], [-1.853, -2.682, 2.094], [-1.367, -2.705, 3.707], [0.572, -3.520, 2.574], [0.893, -2.064, 3.400], [1.859, -1.547, 1.659], [1.858, -3.177, 0.192], [1.178, -1.979, -0.812], [-0.583, -3.909, 0.673], [-0.064, -4.029, -0.941], [-2.912, -2.087, -1.884], [-2.695, -3.721, -1.408], [-1.452, -3.026, -2.471], [3.121, 5.312, -0.482], [1.901, 4.559, -0.586], [1.283, 4.118, 0.582], [2.128, 3.118, 1.406], [2.110, 1.784, 0.780], [2.703, 1.694, -0.571], [2.776, 0.326, -1.205], [1.453, 0.028, -1.632], [1.367, -0.973, -2.667], [3.985, 4.670, -0.632], [3.135, 5.837, 0.477], [3.055, 6.126, -1.201], [0.272, 3.761, 0.379], [1.100, 4.989, 1.227], [1.580, 2.953, 2.337], [3.132, 3.449, 1.681], [2.643, 1.219, 1.435], [3.735, 2.059, -0.518], [2.190, 2.357, -1.266], [3.007, -0.448, -0.460], [3.607, 0.228, -1.904], [1.826, -1.873, -2.262], [1.813, -0.565, -3.574], [0.312, -1.109, -2.903]], "e_homo_ev": -12.47, "lumo_ev": -4.58, "e_above_lowest_kcal_mol": 52.61, "spin_multiplicity": 1, "charge": 1}


[5]
{"formula": "C44H37FI2N4O4PV", "method": "the ωB97M-V functional and the def2-TZVPD basis", "symbols": ["V", "F", "C", "C", "C", "C", "O", "C", "C", "N", "C", "C", "C", "C", "C", "C", "N", "C", "C", "N", "C", "C", "C", "O", "O", "H", "H", "H", "H", "H", "H", "H", "H", "H", "H", "H", "H", "H", "H", "H", "H", "H", "H", "I", "C", "C", "C", "I", "C", "C", "C", "C", "N", "C", "C", "O", "H", "H", "H", "H", "C", "C", "C", "C", "C", "C", "P", "C", "C", "C", "C", "C", "C", "C", "C", "C", "C", "C", "C", "H", "H", "H", "H", "H", "H", "H", "H", "H", "H", "H", "H", "H", "H", "H"], "positions_angstrom": [[0.350, -0.050, 0.173], [-6.593, -1.981, 1.039], [-5.493, -2.568, 1.585], [-4.295, -1.891, 1.509], [-3.121, -2.425, 2.061], [-1.840, -1.741, 1.880], [-1.745, -0.615, 1.345], [-0.720, -2.486, 2.402], [-0.893, -3.604, 3.152], [-2.100, -4.193, 3.357], [-2.208, -5.308, 4.250], [-2.345, -6.710, 3.713], [-1.085, -6.290, 4.399], [-3.216, -3.660, 2.743], [-4.430, -4.346, 2.765], [-5.592, -3.824, 2.179], [-6.758, -4.637, 2.205], [-7.853, -4.328, 1.302], [-8.856, -5.496, 1.347], [-8.138, -6.675, 1.887], [-7.847, -6.480, 3.331], [-7.278, -5.053, 3.494], [0.680, -2.040, 2.123], [1.606, -2.297, 2.873], [0.788, -1.405, 1.011], [-4.257, -0.930, 1.023], [-0.034, -4.065, 3.610], [-2.772, -5.060, 5.147], [-2.297, -6.847, 2.643], [-3.010, -7.394, 4.217], [-0.204, -6.183, 3.789], [-0.883, -6.654, 5.394], [-4.473, -5.322, 3.218], [-7.443, -4.212, 0.298], [-8.375, -3.400, 1.564], [-9.245, -5.710, 0.352], [-9.694, -5.273, 2.009], [-7.232, -6.716, 1.398], [-8.651, -7.545, 1.723], [-7.130, -7.241, 3.644], [-8.768, -6.608, 3.902], [-6.489, -5.045, 4.242], [-8.065, -4.369, 3.844], [0.769, 4.141, -1.791], [-0.789, 2.835, -2.361], [-1.703, 3.196, -3.339], [-2.750, 2.356, -3.652], [-4.144, 3.016, -5.103], [-2.919, 1.110, -3.017], [-4.001, 0.224, -3.184], [-4.031, -0.943, -2.453], [-2.956, -1.267, -1.625], [-1.921, -0.469, -1.450], [-1.927, 0.717, -2.078], [-0.876, 1.612, -1.703], [-0.108, 1.207, -0.750], [-1.599, 4.149, -3.829], [-4.807, 0.464, -3.862], [-4.877, -1.610, -2.527], [-2.943, -2.196, -1.071], [2.928, 4.580, 2.590], [1.688, 4.003, 2.364], [1.589, 2.851, 1.605], [2.731, 2.278, 1.051], [3.979, 2.844, 1.306], [4.072, 3.992, 2.072], [2.544, 0.757, 0.070], [3.839, -0.293, 0.788], [4.746, -1.020, 0.027], [5.720, -1.773, 0.660], [5.790, -1.803, 2.045], [4.863, -1.110, 2.806], [3.883, -0.365, 2.180], [3.162, 1.095, -1.607], [3.882, 2.234, -1.949], [4.432, 2.349, -3.215], [4.263, 1.332, -4.139], [3.500, 0.216, -3.820], [2.941, 0.099, -2.558], [3.003, 5.479, 3.183], [0.799, 4.454, 2.779], [0.618, 2.379, 1.437], [4.871, 2.371, 0.916], [5.039, 4.430, 2.270], [4.695, -0.999, -1.054], [6.430, -2.338, 0.072], [6.569, -2.375, 2.527], [4.902, -1.153, 3.885], [3.138, 0.158, 2.764], [4.001, 3.029, -1.231], [5.002, 3.229, -3.471], [4.725, 1.404, -5.112], [3.351, -0.563, -4.553], [2.331, -0.769, -2.294]], "e_homo_ev": [-7.19, -6.74], "s2": 0.75, "lumo_ev": [-3.40, -3.40], "spin_multiplicity": 2, "charge": 1}


[6]
{"formula": "C33H43Br2IrN2O4P", "method": "the ωB97M-V functional and the def2-TZVPD basis", "symbols": ["Ir", "O", "C", "C", "C", "C", "C", "C", "C", "O", "N", "N", "C", "C", "Br", "C", "C", "C", "C", "C", "C", "C", "H", "H", "H", "H", "H", "H", "H", "H", "H", "H", "H", "H", "H", "H", "C", "C", "C", "C", "C", "C", "C", "Br", "C", "O", "C", "C", "C", "C", "C", "C", "H", "H", "H", "H", "H", "H", "H", "H", "H", "H", "H", "H", "H", "H", "H", "H", "H", "H", "H", "H", "C", "P", "C", "C", "O", "H", "H", "H", "H", "H", "H", "H", "H", "H"], "positions_angstrom": [[0.118, 0.345, -0.636], [-2.053, -3.163, 0.380], [-3.117, -2.619, 1.028], [-4.113, -3.477, 1.475], [-5.220, -2.972, 2.135], [-5.355, -1.605, 2.352], [-4.361, -0.753, 1.908], [-3.231, -1.245, 1.259], [-2.144, -0.288, 0.864], [-1.596, -0.587, -0.386], [-1.026, -0.369, 1.830], [0.107, 0.228, 1.409], [1.017, 0.663, 2.199], [2.246, 1.266, 1.727], [2.738, 0.774, -0.054], [3.073, 2.058, 2.418], [2.833, 2.608, 3.752], [1.557, 2.947, 4.215], [1.387, 3.450, 5.493], [2.488, 3.625, 6.323], [3.762, 3.323, 5.862], [3.936, 2.831, 4.580], [-1.561, -2.438, -0.035], [-4.002, -4.537, 1.292], [-5.991, -3.649, 2.475], [-6.227, -1.212, 2.854], [-4.456, 0.316, 2.068], [-2.550, 0.734, 0.872], [-1.215, -0.370, 2.823], [0.879, 0.578, 3.273], [4.027, 2.306, 1.965], [0.703, 2.868, 3.553], [0.400, 3.723, 5.841], [2.353, 4.012, 7.323], [4.621, 3.481, 6.500], [4.932, 2.600, 4.220], [-1.430, -3.679, -6.628], [-0.528, -4.455, -5.666], [0.787, -4.821, -6.389], [-1.253, -5.742, -5.237], [-0.152, -3.643, -4.448], [-0.412, -2.251, -4.377], [-0.071, -1.590, -3.247], [-0.370, 0.284, -3.106], [0.533, -2.212, -2.104], [0.732, -1.577, -1.020], [0.922, -3.609, -2.229], [0.533, -4.253, -3.375], [1.720, -4.299, -1.131], [0.904, -4.351, 0.173], [3.037, -3.533, -0.903], [2.076, -5.734, -1.527], [-1.740, -4.341, -7.436], [-0.912, -2.835, -7.088], [-2.334, -3.317, -6.135], [0.546, -5.364, -7.303], [1.422, -5.457, -5.773], [1.352, -3.928, -6.663], [-1.519, -6.309, -6.128], [-2.171, -5.515, -4.692], [-0.633, -6.386, -4.614], [-0.876, -1.733, -5.204], [0.774, -5.299, -3.477], [0.678, -3.361, 0.559], [1.486, -4.884, 0.927], [-0.035, -4.886, 0.030], [2.866, -2.521, -0.542], [3.627, -3.487, -1.821], [3.626, -4.062, -0.153], [1.189, -6.362, -1.630], [2.691, -6.169, -0.740], [2.651, -5.773, -2.453], [-0.885, 4.840, 0.447], [-0.264, 3.759, -0.829], [1.336, 4.367, -1.344], [-1.372, 3.857, -2.230], [-0.154, 2.346, -0.268], [-0.952, 5.862, 0.072], [-0.211, 4.815, 1.304], [-1.874, 4.507, 0.760], [1.253, 5.396, -1.696], [1.730, 3.746, -2.149], [2.024, 4.331, -0.499], [-1.495, 4.895, -2.540], [-2.345, 3.450, -1.954], [-0.969, 3.292, -3.071]], "e_homo_ev": [-12.62, -12.62], "s2": 0.77, "lumo_ev": [-5.62, -7.86], "e_above_lowest_kcal_mol": 0.00, "spin_multiplicity": 2, "charge": 2}


no.,electronic energy (Ha)
1,-2103.8238
2,-305.1347
3,-1030.7204
4,-2451.3828
5,-4199.1984
6,-7286.9531